# C66H75N15

15 unconnected molecules or ions with the total composition C66H75N15 (the ωB97M-V functional and the def2-TZVPD basis, the OMol25 dataset).

Structure (XYZ):
```
156
Properties=species:S:1:pos:R:3:forces:R:3:lowdin_charge:R:1
N -1.351 -2.178 3.554 2.039 -0.224 0.947 0.0532
C -1.217 -1.553 4.766 -1.016 1.240 0.281 -0.1311
C 0.095 -1.110 4.909 -1.751 0.878 2.103 -0.1444
C 0.811 -1.577 3.867 0.746 -1.603 -2.301 -0.1224
C -0.074 -2.281 3.073 0.482 0.220 -1.800 -0.1346
H -2.188 -2.476 3.075 0.103 0.087 0.434 0.0961
H -2.107 -1.374 5.351 0.166 0.103 0.132 0.1056
H 0.543 -0.424 5.612 -0.455 -0.316 0.624 0.0828
H 1.875 -1.465 3.720 -0.118 -0.049 -0.194 0.0856
H 0.129 -2.672 2.087 -0.144 -0.244 0.084 0.0978
N -2.092 -5.124 -1.168 0.497 -0.267 0.289 0.0053
C -1.555 -6.012 -2.027 0.040 -3.096 1.266 -0.1902
C -1.318 -5.493 -3.243 -0.366 0.499 0.012 -0.1120
C -1.810 -4.185 -3.129 0.240 2.183 0.535 -0.1106
C -2.159 -3.915 -1.781 -0.696 -0.530 -1.637 -0.1218
H -2.440 -5.378 -0.254 0.247 0.296 -0.186 0.1517
H -1.490 -7.047 -1.724 0.262 0.014 0.102 0.1097
H -0.839 -5.989 -4.074 -0.335 0.102 -0.011 0.0985
H -1.848 -3.518 -3.978 0.082 0.436 0.306 0.0869
H -2.533 -3.102 -1.176 -0.036 0.367 -0.689 0.0884
N 2.039 4.287 1.231 0.598 0.642 -0.854 0.0150
C 2.180 5.440 1.967 -0.089 -1.100 0.013 -0.1378
C 2.865 6.296 1.166 0.980 3.095 1.535 -0.1771
C 3.239 5.765 -0.025 -1.343 -4.022 -1.598 -0.1108
C 2.643 4.459 -0.012 0.438 0.658 0.743 -0.0949
H 1.612 3.444 1.588 0.014 0.137 -0.338 0.1194
H 1.948 5.434 3.022 -0.228 0.334 -0.223 0.0982
H 3.202 7.307 1.337 -0.284 0.056 0.863 0.0978
H 3.868 6.203 -0.785 -0.314 -0.053 -0.046 0.0921
H 2.584 3.635 -0.708 0.250 0.198 -0.171 0.0940
N -5.194 -0.260 1.828 1.062 -0.347 0.483 0.0383
C -3.980 -0.589 1.227 -1.042 1.370 -1.081 -0.1189
C -3.690 -1.901 1.493 0.460 0.967 -0.598 -0.1506
C -4.682 -2.320 2.363 -0.606 -1.694 1.493 -0.1499
C -5.564 -1.312 2.604 -0.362 -0.134 0.260 -0.1409
H -5.706 0.609 1.807 0.490 -0.057 -0.206 0.1515
H -3.561 0.156 0.567 0.329 -0.334 -0.101 0.1012
H -2.854 -2.479 1.129 -0.019 0.200 -0.144 0.0854
H -4.705 -3.282 2.854 -0.142 -0.038 0.007 0.0988
H -6.324 -1.249 3.369 -0.215 -0.001 -0.388 0.1129
N -3.578 3.394 5.411 -0.019 1.005 2.159 0.0293
C -3.259 4.697 5.746 0.161 0.598 -1.285 -0.1393
C -3.940 5.128 6.891 0.842 -1.609 -0.899 -0.0978
C -4.573 3.947 7.394 0.768 -0.280 -1.666 -0.1061
C -4.283 2.932 6.456 -1.878 -0.582 2.299 -0.1741
H -3.271 2.840 4.624 0.298 0.342 0.068 0.0995
H -2.495 5.051 5.070 -0.295 1.102 0.230 0.0857
H -3.947 6.095 7.373 0.265 -0.048 -0.256 0.0848
H -5.128 3.913 8.319 -0.033 -0.403 -0.196 0.0823
H -4.526 1.888 6.591 -0.168 -0.005 -0.375 0.0962
N -0.338 1.722 -3.762 -0.962 -0.252 -2.868 0.0259
C -0.982 2.902 -3.620 1.073 1.160 -1.279 -0.1343
C -1.123 3.450 -4.910 -1.224 1.579 1.719 -0.1444
C -0.769 2.547 -5.909 1.087 -2.047 1.675 -0.1083
C -0.304 1.452 -5.175 0.800 -0.457 1.578 -0.1285
H 0.119 1.229 -3.008 -0.285 -0.361 -0.331 0.1176
H -1.114 3.342 -2.643 -0.053 0.118 -0.181 0.1070
H -1.462 4.465 -5.050 -0.245 -0.076 -0.108 0.0852
H -0.768 2.607 -6.987 -0.192 0.145 0.199 0.0953
H 0.017 0.455 -5.438 0.123 0.177 -0.358 0.0928
N -0.725 2.227 4.169 -0.635 -0.419 -0.770 0.0415
C -1.724 1.845 3.307 -0.115 -0.023 -0.009 -0.1602
C -1.987 2.928 2.487 -1.669 -1.818 -0.530 -0.1429
C -1.174 3.975 2.819 1.525 0.440 1.223 -0.1092
C -0.368 3.495 3.865 0.134 1.470 -0.041 -0.1603
H -0.337 1.625 4.881 0.023 0.160 -0.166 0.1290
H -2.201 0.877 3.355 0.216 -0.049 -0.001 0.1020
H -2.768 2.963 1.743 0.061 -0.144 -0.064 0.1045
H -1.248 4.941 2.343 0.513 0.052 0.305 0.1086
H 0.358 4.008 4.478 0.024 0.020 -0.119 0.1090
N 2.833 2.938 -4.468 0.976 0.937 1.838 0.0298
C 3.288 1.646 -4.213 0.183 1.556 -1.162 -0.1351
C 4.498 1.788 -3.581 0.256 -1.522 0.995 -0.1354
C 4.751 3.134 -3.275 -1.247 0.357 -0.189 -0.1178
C 3.683 3.840 -3.776 -0.038 -0.733 -0.560 -0.1178
H 1.924 3.153 -4.851 0.092 0.026 0.067 0.1132
H 2.760 0.856 -4.725 0.260 -0.283 0.370 0.0936
H 5.099 1.003 -3.144 -0.003 -0.277 -0.403 0.0793
H 5.521 3.529 -2.629 0.016 -0.071 -0.272 0.0725
H 3.557 4.892 -3.569 -0.687 -0.029 -0.666 0.0988
N 3.337 -4.164 -3.927 0.028 0.892 0.721 0.0054
C 3.374 -2.843 -4.432 0.342 -2.576 0.168 -0.1237
C 4.362 -2.231 -3.741 0.356 1.849 0.031 -0.1416
C 4.812 -3.034 -2.690 0.380 -2.897 0.474 -0.1245
C 4.194 -4.289 -2.813 -1.116 1.480 -2.297 -0.0979
H 2.773 -4.915 -4.300 -0.009 0.269 0.211 0.1334
H 2.820 -2.539 -5.308 0.043 -0.140 0.134 0.1072
H 4.784 -1.278 -4.021 -0.222 0.169 0.254 0.0876
H 5.669 -2.966 -2.036 -0.085 0.690 -0.030 0.0857
H 4.270 -5.271 -2.370 0.222 0.331 0.324 0.1066
N -7.625 -0.863 -1.695 0.598 0.155 0.721 0.0387
C -6.541 -1.549 -2.165 -2.557 -0.672 1.942 -0.1248
C -6.337 -2.859 -1.674 -0.190 0.664 -0.281 -0.0771
C -7.234 -3.411 -0.759 -0.543 0.109 -0.915 -0.0810
C -8.424 -2.738 -0.434 1.051 0.614 0.819 -0.0769
C -8.484 -1.394 -0.768 1.401 -0.362 -2.481 -0.1482
H -5.928 -1.020 -2.880 0.100 -0.209 -0.102 0.0926
H -5.562 -3.507 -2.057 0.446 0.224 0.132 0.0856
H -7.000 -4.409 -0.420 -0.358 -0.147 0.122 0.0984
H -9.226 -3.122 0.180 0.232 -0.416 0.179 0.0950
H -9.276 -0.748 -0.418 -0.095 0.083 -0.100 0.0941
N -1.062 -0.399 -0.779 0.449 -0.293 -0.220 0.0700
C -0.307 -0.146 0.282 1.288 -0.487 -0.284 -0.1347
C 1.069 -0.531 0.371 -0.453 0.650 -0.475 -0.0505
C 1.677 -1.074 -0.747 -0.813 -0.831 -0.248 -0.0657
C 0.855 -1.403 -1.832 0.415 -0.269 0.237 -0.0724
C -0.465 -1.078 -1.790 -0.977 0.953 0.187 -0.1944
H -0.767 0.413 1.083 -0.075 -0.070 0.258 0.0803
H 1.657 -0.350 1.258 -0.123 0.197 0.174 0.0755
H 2.699 -1.417 -0.808 0.221 0.404 0.338 0.0867
H 1.181 -2.002 -2.670 0.439 0.183 -0.118 0.0944
H -1.074 -1.278 -2.660 -0.303 -0.155 0.050 0.0969
N 3.521 0.699 3.028 -1.301 0.903 2.381 0.0570
C 2.747 1.376 3.994 1.538 -1.247 -0.934 -0.1137
C 2.872 1.201 5.384 0.867 0.071 -2.130 -0.0824
C 3.756 0.196 5.799 -1.634 -0.156 -0.424 -0.0729
C 4.406 -0.572 4.846 0.903 -0.344 -0.277 -0.0694
C 4.363 -0.248 3.481 -1.614 1.866 0.039 -0.1505
H 2.012 2.040 3.563 0.032 0.226 0.057 0.0651
H 2.371 1.877 6.062 -0.223 -0.224 0.143 0.1011
H 3.615 -0.078 6.834 0.937 -0.231 0.204 0.1086
H 5.001 -1.430 5.122 0.068 -0.020 0.264 0.0984
H 4.908 -0.638 2.634 0.474 -0.835 0.573 0.0849
N 3.150 -4.950 2.777 -0.476 0.446 -1.043 0.0509
C 4.379 -4.515 3.095 0.290 0.764 -2.890 -0.1512
C 5.153 -3.751 2.166 -1.108 -0.338 -0.349 -0.0594
C 4.574 -3.298 0.934 0.751 -0.920 1.662 -0.0774
C 3.307 -3.733 0.655 -1.789 -1.096 0.807 -0.0991
C 2.624 -4.584 1.558 2.023 0.408 1.480 -0.1143
H 4.892 -4.851 3.984 -0.439 -0.129 0.330 0.0941
H 6.205 -3.669 2.397 0.091 0.575 -0.076 0.0883
H 5.063 -2.717 0.165 0.475 0.112 0.283 0.0812
H 2.766 -3.482 -0.245 0.278 0.060 -0.184 0.0748
H 1.661 -5.004 1.305 -0.111 0.023 0.085 0.0946
N 8.750 2.478 -0.672 -0.941 0.863 1.246 0.0362
C 8.351 1.273 -0.126 -0.531 2.027 -0.889 -0.1336
C 7.050 1.068 0.375 0.573 2.063 0.245 -0.0694
C 6.204 2.205 0.417 0.549 -1.525 -1.831 -0.0718
C 6.550 3.394 -0.250 1.220 -0.297 2.422 -0.0899
C 7.911 3.572 -0.617 -1.441 -3.089 0.082 -0.1191
H 9.174 0.575 -0.111 -0.296 -0.476 -0.040 0.0901
H 6.650 0.213 0.899 0.587 -0.456 -0.188 0.0750
H 5.239 1.945 0.827 -0.388 0.862 0.123 0.0835
H 5.912 4.240 -0.040 -0.172 0.264 -0.611 0.0833
H 8.198 4.587 -0.853 0.766 -0.242 -0.462 0.0959
N -4.433 -1.309 -6.122 -1.548 0.811 -0.947 0.0487
C -5.464 -2.055 -5.677 -0.663 1.993 0.048 -0.1474
C -6.871 -1.723 -5.868 2.583 0.055 0.250 -0.0536
C -7.148 -0.558 -6.580 0.362 0.039 -0.458 -0.0835
C -6.094 0.227 -7.080 0.200 -1.533 0.574 -0.0806
C -4.796 -0.205 -6.847 -0.221 -0.367 0.037 -0.1513
H -5.112 -2.803 -4.981 -0.494 -0.622 -0.136 0.0862
H -7.566 -2.363 -5.346 -0.398 0.135 -0.343 0.0918
H -8.124 -0.208 -6.883 -0.435 -0.356 0.518 0.0986
H -6.262 1.093 -7.704 -0.101 0.065 0.122 0.0983
H -4.058 0.406 -7.346 0.758 -0.249 0.392 0.0926
```
Positions in Å, forces in eV/Å.

Summary:
* frontier orbital gap: 8.1 eV
* max |F|: 4.5 eV/A
* electronic energy: -3381.0084 a.u.
* LUMO energy: 0.30 eV
* multiplicity: 1